Record 1
{"formula": "C5H12CoFO2", "method": "ωB97M-V/def2-TZVPD", "symbols": ["F", "C", "O", "C", "C", "H", "H", "H", "H", "H", "H", "H", "C", "O", "C", "H", "H", "H", "H", "H", "Co"], "positions_angstrom": [[2.0001, 0.2615, 0.0101], [-1.5132, -0.5518, 1.5491], [-0.4007, -0.4749, 0.6481], [0.6140, -1.4776, 0.7882], [1.6888, -1.1240, -0.1992], [-1.1884, 1.9221, 1.0017], [-1.3042, -1.2583, 2.3640], [-1.6045, 0.4170, 2.0486], [0.1891, -2.4593, 0.5426], [1.0015, -1.4892, 1.8158], [1.3519, -1.1954, -1.2385], [2.6086, -1.6896, -0.0270], [-3.5906, 0.3924, -0.8467], [-2.6024, -0.6093, -0.7205], [-2.5286, -1.2405, 0.5174], [-4.4641, -0.0702, -1.3198], [-3.8813, 0.7920, 0.1387], [-3.2392, 1.2300, -1.4696], [-2.2624, -2.2923, 0.3499], [-3.5198, -1.2543, 1.0030], [0.3245, 1.4100, 0.3774]], "total_charge": 1, "lumo_ev": [-4.1, -5.3], "de_lowest_kj_mol": 0.0, "homo_energy_ev": [-13.24, -13.24], "multiplicity": 4}

Record 2
{"formula": "C5H12EuO3", "method": "ωB97M-V/def2-TZVPD", "symbols": ["C", "H", "H", "H", "O", "C", "H", "H", "O", "C", "C", "O", "C", "Eu", "H", "H", "H", "H", "H", "H", "H"], "positions_angstrom": [[-2.4575, 0.1924, 0.3463], [-1.7785, 0.6990, -0.3454], [-2.1961, -0.8684, 0.3810], [-2.4989, 0.5960, 1.3628], [-3.7819, 0.2569, -0.2459], [-4.5993, 1.1783, 0.0984], [-4.6517, 1.4103, 1.1721], [-4.9067, 1.8672, -0.6958], [-6.8204, -2.2846, -2.0161], [-6.8517, -0.9415, -2.0357], [-7.0919, -0.3290, -0.3724], [-6.7475, -1.2995, 0.6168], [-7.4707, -1.2040, 1.8346], [-5.9675, -3.4018, -0.3224], [-7.6545, -0.4898, -2.6484], [-5.8830, -0.4958, -2.3399], [-8.1898, -0.4389, -0.4469], [-7.1737, 0.6863, 0.0423], [-7.0319, -1.9064, 2.5506], [-7.3990, -0.1854, 2.2401], [-8.5327, -1.4296, 1.6560]], "total_charge": 2, "lumo_ev": [-9.9, -9.9], "homo_energy_ev": [-15.77, -15.97], "multiplicity": 8}

Record 3
{"formula": "C5H12FN2", "method": "ωB97M-V/def2-TZVPD", "symbols": ["C", "C", "C", "C", "C", "N", "N", "F", "H", "H", "H", "H", "H", "H", "H", "H", "H", "H", "H", "H"], "positions_angstrom": [[1.2142, -0.5371, -1.5324], [1.0604, 1.6983, -0.2692], [-0.8335, -0.9688, 1.1498], [1.4414, 0.2504, -0.4782], [-2.0394, -0.4666, 0.5425], [1.7205, -1.6825, -2.0828], [-2.4921, 0.7765, 0.6970], [0.1724, -0.1449, -2.3697], [1.7841, 2.1569, -0.8522], [0.1044, 1.7074, -0.7337], [1.0187, 1.8343, 0.8407], [-0.0153, -0.6502, 0.4607], [-0.5562, -0.1692, 1.9985], [-0.6785, -2.0186, 1.4717], [2.3034, -0.2328, 0.0336], [-2.6286, -1.0546, -0.0821], [0.9325, -2.2776, -2.3020], [-3.1650, 1.1554, 0.0438], [2.3722, -2.1285, -1.5104], [-2.0178, 1.5091, 1.1894]], "total_charge": 1, "lumo_ev": [-3.5, -7.8], "de_lowest_kj_mol": 0.0, "homo_energy_ev": [-9.01, -14.32], "multiplicity": 3}

Record 4
{"formula": "C5H12IN2", "method": "ωB97M-V/def2-TZVPD", "symbols": ["C", "N", "C", "C", "C", "N", "I", "C", "H", "H", "H", "H", "H", "H", "H", "H", "H", "H", "H", "H"], "positions_angstrom": [[-1.8671, 0.8113, -0.3827], [-0.8991, -0.1723, -0.8615], [-0.6998, -1.4464, -0.1963], [0.5486, -1.2427, 0.6956], [1.2694, -0.0241, 0.2094], [0.9782, 1.2239, 0.9806], [3.4328, -0.1415, -0.0990], [0.3527, 0.2056, -1.2638], [-1.4411, 1.7756, -0.4450], [-2.8281, 0.7818, -0.9864], [-2.1016, 0.7221, 0.7123], [-0.5993, -2.1547, -1.0657], [-1.5643, -1.9468, 0.3394], [0.2017, -1.0709, 1.6944], [1.1414, -2.0474, 0.6482], [1.4433, 1.9325, 0.4573], [1.3174, 1.0114, 1.9986], [-0.0293, 1.1383, 0.9618], [0.6138, 1.1773, -1.4910], [0.7302, -0.5331, -1.9062]], "total_charge": 1, "lumo_ev": -3.6, "de_lowest_kj_mol": 238.9, "homo_energy_ev": -12.64, "smiles": "CN1CC[C@@]([NH3+])(I)C1", "multiplicity": 1}

Record 5
{"formula": "C5H12IN2", "method": "ωB97M-V/def2-TZVPD", "symbols": ["C", "C", "C", "C", "C", "N", "N", "I", "H", "H", "H", "H", "H", "H", "H", "H", "H", "H", "H", "H"], "positions_angstrom": [[0.3156, -0.1903, 0.0711], [-1.2403, 0.5376, 1.4724], [-1.8480, 0.4595, -1.1059], [-1.5325, -1.7632, 0.3261], [-1.1461, -0.2249, 0.1346], [1.4544, -0.2247, -0.1346], [3.5111, 1.2703, -1.2165], [3.7715, 0.0070, 0.3423], [-1.0478, 1.5688, 1.5207], [-0.4861, 0.1115, 2.1941], [-2.1863, 0.1912, 1.9046], [-1.2635, 0.1290, -2.0118], [-2.0633, 1.4715, -0.9898], [-2.7901, -0.0345, -1.1452], [-2.1980, -1.8860, 1.1400], [-2.1142, -2.0510, -0.5678], [-0.6547, -2.3501, 0.7449], [2.6849, 1.8193, -1.0640], [5.3113, 0.3647, 0.5007], [3.5221, 0.7945, -2.1159]], "total_charge": 1, "lumo_ev": -4.6, "de_lowest_kj_mol": 389.1, "homo_energy_ev": -14.76, "multiplicity": 1}

Record 6
{"formula": "C5H12IN3", "method": "ωB97M-V/def2-TZVPD", "symbols": ["C", "N", "C", "N", "C", "I", "C", "N", "C", "H", "H", "H", "H", "H", "H", "H", "H", "H", "H", "H", "H"], "positions_angstrom": [[-0.8443, 2.4137, -0.2135], [-0.9829, 1.2128, -0.9396], [-0.5520, 0.0558, -0.3701], [0.1320, -0.1613, 0.8230], [1.0795, 0.7257, 1.3576], [2.8886, 0.5338, 0.0320], [0.3310, -1.5822, 0.9244], [0.3184, -2.0493, -0.5345], [-0.7560, -1.2581, -1.1044], [0.2245, 2.5300, 0.0325], [-1.4001, 2.2801, 0.7204], [-1.2228, 3.2344, -0.8126], [-1.2920, 1.2118, -1.8790], [0.7762, 1.7180, 1.4733], [1.4740, 0.3068, 2.3666], [1.2145, -1.8261, 1.3932], [-0.5830, -1.8417, 1.4166], [1.2371, -1.6005, -0.7480], [0.3561, -3.0005, -0.9206], [-1.7479, -1.7050, -0.8480], [-0.6509, -1.1982, -2.1692]], "total_charge": 2, "lumo_ev": -8.8, "de_lowest_kj_mol": 49.6, "homo_energy_ev": -17.31, "smiles": "CNC1=[N+](CI)C[NH2+]C1", "multiplicity": 1}